# C5F5O6Se2Te3V

C5F5O6Se2Te3V as an isolated structure (ωB97M-V/def2-TZVPD, OMol25).

```
! wB97M-V def2-TZVPD RIJCOSX def2/J DEFGRID3
* xyz -2 1
V 0.579 0.306 0.214
Se 0.589 2.446 -0.275
Te 2.537 7.146 -1.125
Te 4.166 9.133 -1.414
Se 1.489 4.629 -0.669
O -0.790 -4.783 0.895
C -0.181 -3.858 0.434
C 1.150 -3.303 0.940
O 1.948 -3.906 1.622
C 1.307 -1.983 0.293
C 0.280 -1.819 -0.689
O 0.311 -0.732 -1.408
C -0.522 -3.047 -0.814
O -1.160 -3.452 -1.755
O 2.189 -1.074 0.430
F -1.776 -1.066 0.698
Te -1.974 0.797 0.006
F -1.887 1.222 1.895
F -2.547 2.622 -0.046
F 0.429 -0.066 1.943
F -3.775 0.430 0.517
O -2.360 0.358 -1.691
*
```

Computed properties:
Electronic energy   -209316.7992 eV
ΔE to the lowest compared entry with this formula, charge and spin   223.2 kJ/mol
HOMO-LUMO gap (spin up / spin down)   4.23 / 4.25 eV
HOMO (spin up / spin down)   -3.2 / -3.2 eV